Density functional theory data (ωB97M-V with the def2-TZVPD basis set) for a cluster of 4 separate species, C34H74BN12O6P3 in total at a distorted geometry.

Geometry as XYZ:
```
130
Properties=species:S:1:pos:R:3:forces:R:3
N 0.354624 2.172878 -0.150982 -0.36 -1.81 -3.14
N -1.416128 1.774443 8.417952 -3.53 -0.89 0.15
H -3.334803 1.096831 7.860459 0.04 0.00 -0.07
H 5.937658 7.777191 0.178523 -0.02 0.01 -0.04
N 6.861927 7.114124 -1.606108 -0.02 1.12 -0.49
H 9.337545 4.873773 0.655817 0.01 -0.05 -0.06
H -0.691565 1.826377 2.673221 0.25 0.23 0.11
H -6.081443 -6.476438 -8.292671 0.48 -0.39 0.62
H 10.679140 6.693345 -2.003315 -0.10 -0.23 0.32
C -0.101484 1.272580 8.751260 0.36 0.51 1.06
C -7.425109 -10.922069 -7.090818 0.76 0.38 0.89
H -7.051660 -3.723370 -3.391326 0.04 -0.79 -0.38
N 0.196118 0.351847 1.450126 -0.96 -1.53 0.02
H 0.003070 3.525760 4.947345 -0.40 0.01 0.05
H 5.820459 2.938703 -1.795838 0.02 -0.10 0.12
H -0.099039 3.429129 1.511371 0.08 -0.11 0.06
H 7.393740 2.117145 -1.813687 0.17 0.19 -0.16
P 7.234062 5.609915 -0.889875 -0.99 0.55 -7.18
C -0.038141 3.416235 6.033930 0.45 -0.62 0.33
H -1.467928 3.253156 11.266814 0.00 0.05 0.16
H -7.325224 -4.288156 -5.052785 0.11 -0.49 0.72
H 4.526579 2.707816 0.481234 -0.16 0.03 0.13
C -0.726406 1.740518 -1.040012 -0.15 -0.18 0.17
H 5.516736 7.382563 -3.207214 0.03 0.09 -0.17
H -8.124772 -11.596452 -6.549371 0.20 0.53 -0.68
H -1.575637 -7.656404 -4.816896 -0.35 0.66 0.58
P -1.954101 3.413596 8.146375 6.75 2.05 -1.70
H 0.127797 -1.542274 0.502300 0.06 0.06 0.07
H 10.720749 5.742351 0.030920 -0.06 0.04 -0.04
H -6.951521 -7.445095 -5.775669 0.67 0.47 -0.22
H 1.798384 2.742651 2.735025 -0.06 -0.11 -0.05
C 7.584772 4.216869 -3.354999 0.63 0.42 -0.19
O -7.958712 -6.266562 -2.166210 -0.09 -0.31 -1.52
H 3.936019 1.450423 -0.587741 0.00 -0.01 0.04
B -8.189947 -5.606027 -3.382478 -0.51 -0.11 -0.16
C -2.297817 0.753441 7.849155 0.04 0.05 -0.30
O -2.604357 4.777056 7.938088 -3.06 -1.97 1.30
H 0.781374 1.066835 3.369385 0.00 0.07 0.07
H -1.606717 1.416174 -0.472683 -0.05 0.02 -0.05
H 0.171688 1.521979 9.779777 0.10 0.08 -0.06
H 6.932374 8.465984 -3.207134 -0.05 0.02 0.13
C -7.075198 -4.649026 -4.029181 0.92 0.50 0.39
H -1.023949 -1.347211 1.803472 -0.05 0.30 0.03
C -1.429904 4.174259 10.670208 -0.49 -0.38 -0.13
H -7.935785 -10.181472 -7.739348 0.05 -0.69 0.40
N 2.524577 2.087036 0.855200 0.59 0.98 0.28
C -5.635343 -5.248904 -3.962704 -1.39 0.67 -0.02
H 3.358202 3.113493 -0.785272 0.18 0.10 -0.03
C -3.198777 -6.364571 -4.047133 0.94 -0.09 0.19
H 0.137687 -6.981029 -3.083720 -0.77 0.37 0.19
H 0.536324 5.473646 9.155158 0.19 0.00 0.03
C -2.313893 3.834673 5.505988 -0.17 0.53 0.15
C -0.109175 0.905420 2.755194 -0.25 0.74 -0.12
H 7.519852 3.198710 -3.744841 -0.07 -0.05 0.36
C 6.463857 8.177124 -0.692811 0.31 -0.28 0.48
H -2.160410 4.915142 5.372887 -0.14 -0.04 -0.04
H 3.050181 3.729821 2.045620 0.09 -0.07 -0.11
C 0.122062 3.469876 0.443790 1.09 0.61 0.01
N -1.709367 -2.109186 -1.472378 -0.53 -0.49 0.92
C 9.826465 5.190219 -0.268376 -0.03 -0.27 -0.14
H -4.658862 -10.367057 -7.097136 -0.49 0.61 0.40
H 0.695488 -1.585727 2.177647 -0.04 -0.09 -0.08
H 7.347300 8.720319 -0.332018 -0.06 0.15 0.04
H 0.977012 4.135053 0.297199 0.02 -0.01 0.15
H -0.857445 4.916267 11.229708 0.09 0.00 -0.19
C 6.861828 2.999914 -1.449332 -0.57 0.09 0.12
H -6.731686 -11.539362 -7.708086 -0.65 0.35 0.27
C 2.716245 2.692229 2.152855 -0.14 -0.37 0.24
C -5.266601 -9.525718 -6.671006 -0.53 -0.67 -0.05
C -1.314247 -5.594911 -2.020237 -0.62 -0.52 -0.93
H -6.137151 -11.018570 -5.357046 -0.31 0.78 -0.31
H -0.727593 3.970246 -0.025500 -0.02 -0.35 -0.21
H -7.195949 -6.856596 -2.275260 0.06 0.46 0.56
H 9.371985 6.381344 -3.118000 -0.14 -0.05 0.01
H 7.119775 6.808060 -3.687245 0.00 -0.11 0.08
H 1.032777 3.952924 8.399359 -0.11 -0.01 -0.07
C -5.529249 -7.011340 -7.475638 -0.73 -0.30 -0.63
H -6.905346 -5.761132 -6.352063 0.34 -0.66 0.26
H -4.486730 -6.624290 -7.531201 -0.77 -0.31 0.47
H 6.856464 2.930316 -0.361920 -0.06 0.08 -0.07
H -0.398799 0.902649 -1.659117 -0.08 -0.04 0.09
H -4.649055 -9.089378 -5.855339 -0.33 0.09 -0.77
C 3.639354 2.353463 -0.045274 -0.34 -0.25 -0.50
H -4.743954 -8.691253 -8.602353 -0.76 0.15 0.46
H 10.130056 4.289678 -0.815462 0.07 0.00 0.01
O -9.429361 -5.732636 -4.038272 1.10 -0.03 0.19
C -2.622377 -5.069593 -2.018427 1.17 -1.49 -1.32
C 9.594633 6.751399 -2.116698 -0.49 1.13 -0.07
H -6.510576 -8.739548 -8.397148 0.52 -0.16 0.60
H -3.356023 3.678061 5.782711 0.08 0.08 0.06
H 3.463276 2.141267 2.742235 0.01 0.14 0.14
H 6.776684 4.775573 -3.834123 0.01 0.03 -0.07
C -0.884580 -6.566044 -3.051189 -2.55 0.95 -0.26
C -6.262357 -6.642830 -6.134143 0.72 1.05 -0.01
C 6.591026 7.449046 -2.985715 -0.20 -0.44 -0.12
C -5.253589 -6.212764 -5.021694 0.57 -0.49 0.12
P 1.421880 0.885949 0.351087 -0.03 2.50 6.76
C 0.504091 4.379182 9.248712 -0.06 0.21 -0.45
C -0.007578 -1.097214 1.486413 0.55 -0.33 0.04
C -2.328866 -3.019153 -1.104896 -0.40 -0.98 -1.24
N -4.869944 -4.838795 -2.942482 0.46 -1.96 -2.75
O -3.020607 -4.161157 -1.003050 1.04 1.34 -0.10
N -0.856372 3.903889 9.358662 0.82 0.10 0.91
O 2.334422 -0.309156 0.608819 -0.39 -0.32 -3.80
H -2.449221 4.561623 10.586856 0.04 0.03 0.00
H -2.171592 3.348981 4.536459 0.22 -0.14 0.12
H -0.070606 0.182686 8.691730 -0.39 0.05 -0.11
H -2.028933 0.524602 6.810837 0.00 -0.08 0.00
H 9.348863 7.815864 -2.083385 -0.07 -0.03 -0.12
C -5.563459 -8.539438 -7.852239 1.03 0.63 0.12
C -1.841839 -6.923968 -4.026205 0.44 0.46 0.82
H -7.100625 -9.510547 -5.349622 0.25 -0.36 -0.58
H -2.273619 -0.169409 8.433896 0.04 0.06 0.03
H -1.021178 2.535686 -1.729700 0.07 0.03 0.06
H -0.568769 -5.295115 -1.262953 -0.69 -0.03 -0.38
H -0.756657 0.241969 3.333527 0.07 -0.22 -0.30
N -4.033670 -6.758404 -5.073706 -1.25 1.34 1.40
H -9.541396 -6.611800 -4.427257 -0.31 0.19 0.44
C -6.527668 -10.196208 -6.013657 0.45 -0.87 -0.48
C -3.624024 -5.425060 -3.046048 1.69 0.23 1.73
H 0.472864 4.292066 6.442113 0.08 0.00 0.01
H 1.084875 4.085350 10.129687 -0.12 0.03 0.06
N 7.503677 4.234954 -1.905232 -0.06 -1.70 0.45
H 5.791487 8.898061 -1.161271 0.02 -0.16 -0.15
N -1.402412 3.281690 6.511373 -0.98 0.00 -1.54
H 0.686563 1.636839 8.091404 -0.04 0.14 -0.04
H 8.556075 4.569415 -3.708475 -0.11 0.29 -0.12
O 5.799096 5.219592 -0.547740 1.45 0.23 3.58
N 8.922151 6.021404 -1.065166 0.37 -1.00 3.48
H 0.540909 2.509697 6.223429 0.22 0.14 0.24
```
Positions in Å, forces in eV/Å.

As for the energy above the lowest of the compared OMol25 structures with the same formula, charge and spin: 134.6 kcal per mole. The value obtained for the HOMO-LUMO gap is 6.77 eV. The charge is 0. The SMILES is CCCCCCc1nc2cccc(OC#N)c2nc1CB(O)O.CN(C)P(=O)(N(C)C)N(C)C.CN(C)P(=O)(N(C)C)N(C)C.CN(C)P(=O)(N(C)C)N(C)C.

Density functional theory data (ωB97M-V with the def2-TZVPD basis set) for a structure of composition C41H45BrFN5O3PbS3 at a distorted geometry.

Geometry as XYZ:
```
100
Properties=species:S:1:pos:R:3:forces:R:3
H 3.962700 -5.370919 3.556113 -0.02 -0.08 -0.03
H -2.124700 -5.071619 2.428213 -0.06 -0.07 0.03
H 1.910000 2.461181 0.714213 -0.06 -0.03 0.16
C -0.930100 0.361881 -1.434687 -0.03 -0.42 0.21
C -1.368000 -4.904819 1.683413 -0.06 -0.09 0.00
C -3.421800 -2.146819 2.522813 0.40 -0.06 0.43
H -0.342800 3.838181 -2.806387 0.06 0.13 -0.01
H -2.864000 0.448381 -2.259087 -0.17 -0.05 -0.12
H -5.899300 -3.434519 0.637213 -0.05 -0.07 -0.03
C 0.654100 -4.444619 -0.070887 -0.01 -0.24 -0.15
O -1.785100 -1.453419 4.453313 0.05 0.19 -0.19
C -0.506700 2.847381 -2.413887 -0.09 -0.22 0.00
C -0.065300 -5.611519 -0.200387 0.04 -0.06 -0.04
S -2.057800 -2.578419 3.608513 0.28 -0.03 -0.32
C 2.648100 3.098281 -2.610787 -0.08 -0.01 0.20
H 1.073200 5.094481 -1.934187 -0.10 0.11 -0.12
C 0.581500 2.023281 3.233613 -0.30 -0.49 -0.19
C 2.556900 2.586581 -0.151387 0.10 -0.07 -0.16
H -4.621000 0.622981 1.028013 -0.03 0.09 -0.02
N 2.502000 -2.380419 3.223313 0.04 0.16 0.54
H 3.330800 3.308781 0.101713 0.03 0.13 0.01
C -1.088800 -5.840119 0.718213 0.12 0.06 -0.14
H -1.149200 5.272581 2.750113 0.05 0.14 0.01
C -5.235200 -2.697519 1.067313 0.04 0.07 0.00
H 3.389000 0.278081 5.071213 -0.03 0.12 -0.05
C 0.507800 2.268881 -1.648687 0.04 -0.19 0.01
H 6.215800 -0.573019 -0.195487 0.14 -0.01 0.11
O 1.321500 0.169681 -0.679387 -0.28 0.31 -0.30
C -4.266200 -3.092919 1.973213 0.01 -0.27 0.04
F 7.221300 0.134481 -2.473087 -0.01 -0.03 0.03
C 2.839700 -0.304319 4.335913 -0.55 1.23 -0.14
C -0.613400 -3.716219 1.718113 -0.09 -0.92 -0.56
C -1.093500 4.189981 2.742513 0.36 -0.37 0.16
C 3.247000 -0.669119 -1.838387 -0.12 0.00 -0.07
H -3.789900 1.090081 -4.282487 0.00 -0.17 -0.03
H -6.174400 -1.362219 -1.274987 -0.03 0.01 -0.10
Br -1.324400 -1.381719 -0.709987 0.02 0.61 -0.39
H -1.657300 -6.758419 0.670313 -0.07 -0.04 0.04
H -4.736100 2.570881 -4.363187 -0.08 0.07 -0.12
C -1.932700 0.973181 -2.154787 0.13 -0.12 0.08
H -7.390200 -1.310019 -0.005487 -0.10 0.01 -0.02
H 3.439500 3.836281 -2.499187 0.15 0.08 0.00
C 5.500700 -0.507619 -0.997987 0.16 0.04 -0.09
C 4.161900 -0.778819 -0.795687 -0.09 0.01 -0.17
C -6.406600 -0.945119 -0.295487 0.02 -0.04 0.00
H -1.264500 3.720781 -4.995487 0.17 0.11 0.01
H 1.485900 -4.218719 -0.728587 0.05 -0.06 -0.12
C 3.182800 -1.685019 4.146513 0.52 -1.14 0.00
H 3.107600 2.125081 -2.764187 0.02 -0.05 -0.03
H -2.276300 4.891181 -2.926387 0.05 0.10 0.02
C -2.737900 2.877481 -3.623887 -0.12 0.12 -0.01
C 0.323000 0.942781 -1.234187 -0.41 -0.15 -0.14
C 3.698100 -0.318719 -3.104987 0.05 -0.14 0.25
H 1.620600 -1.834719 -1.069387 -0.10 0.06 0.08
H 5.400200 0.216881 -4.306387 0.09 0.04 -0.08
C -3.559500 -0.812719 2.195113 0.06 0.15 0.04
H 3.047600 1.641681 -0.360087 0.00 0.01 0.05
C 3.770800 -4.326419 3.742813 0.14 0.14 0.12
H 3.809800 -1.070419 0.184713 0.00 0.01 0.13
H -2.875500 3.552381 -5.678187 -0.12 0.08 -0.08
H 4.754900 -1.695119 5.609913 0.06 0.08 0.11
C -3.130400 4.222981 -3.001987 0.00 -0.15 -0.13
H 2.061900 3.349881 -3.493087 -0.01 0.06 -0.11
N 0.396400 -3.527919 0.849113 -0.09 -0.23 0.22
H -1.860300 2.130381 -5.457187 0.06 -0.13 -0.08
C 1.784500 -0.870919 -1.558487 0.28 -0.14 -0.22
H 1.207400 -0.849219 -2.488187 0.05 -0.07 0.12
H -1.905800 3.763781 3.323413 -0.13 0.02 -0.08
Pb 0.765900 -1.080219 1.856413 0.44 0.27 -0.77
H -6.446400 0.137781 -0.380487 -0.06 0.07 -0.05
C -4.527100 -0.422419 1.287613 0.02 -0.08 0.01
C 5.040400 -0.057019 -3.327287 0.19 0.00 0.02
C 1.355900 4.546081 -1.040587 -0.03 -0.13 -0.06
C -5.370700 -1.360719 0.704613 0.05 0.01 0.06
H -3.892800 4.704981 -3.609387 -0.10 0.12 -0.06
C -1.706800 2.214781 -2.723787 0.04 -0.06 0.10
C 4.500500 -3.618019 4.689013 -0.17 -0.15 -0.20
C 5.920600 -0.142019 -2.265487 -0.26 -0.02 -0.06
H 0.167700 -6.322419 -0.975087 0.05 -0.09 -0.09
H -1.108000 3.801881 1.728113 -0.13 0.12 -0.05
H 2.198200 5.066981 -0.591887 0.09 0.05 0.00
C 4.209100 -2.284719 4.891313 -0.33 0.35 -0.21
H 2.204200 -4.153519 2.274013 -0.03 -0.11 -0.02
C -4.002600 2.026881 -3.774387 0.20 0.19 0.05
H 5.280800 -4.104819 5.255713 0.05 0.00 0.05
C 2.787900 -3.654219 3.033513 0.19 -0.47 -0.07
C -2.144100 3.085581 -5.023087 -0.03 0.00 0.19
S 0.484300 3.741581 3.516713 -0.11 0.38 -0.06
N 1.896200 0.229481 3.636113 0.12 -0.90 0.48
H 3.001400 -0.250219 -3.927587 -0.10 0.05 -0.06
H -4.450800 1.813781 -2.808887 -0.12 -0.07 0.16
H -2.901900 -0.098319 2.663013 0.04 0.19 0.03
S -0.612400 1.214481 2.315413 -0.39 0.32 0.03
C 1.758600 3.095181 -1.357487 0.23 0.10 -0.01
H -4.175200 -4.127119 2.266713 -0.02 -0.10 0.01
N 1.629500 1.518081 3.820913 0.75 1.04 0.73
O -2.322800 -3.842719 4.244613 -0.20 -0.06 -0.27
H 0.527100 4.574881 -0.338487 -0.11 0.03 0.14
N -0.797000 -2.680919 2.560913 -0.59 0.72 1.26
H -3.530000 4.060381 -2.003087 -0.06 0.07 0.11
```
Positions in Å, forces in eV/Å.

The value obtained for the HOMO-LUMO gap is 6.77 eV. The charge is 0.

Density functional theory data (ωB97M-V with the def2-TZVPD basis set) for a cluster of 3 separate species, CH8NO2 in total at a distorted geometry.

Geometry as XYZ:
```
12
Properties=species:S:1:pos:R:3:forces:R:3
H 0.473551 -2.040892 -2.099174 0.96 -0.77 -0.33
O 1.606400 -0.228305 1.432620 0.38 -0.21 -0.07
H -0.735524 0.684422 -0.848005 0.39 -0.46 -0.14
H 2.530444 -0.422927 1.210506 -0.27 0.16 -0.14
H -1.195186 1.517396 1.932394 0.43 0.01 0.05
C -1.181031 1.517170 0.851555 -0.95 -0.80 -0.55
H -0.450774 -1.302606 -3.128810 0.36 -0.39 0.29
O -0.278337 -1.485951 -2.193665 -1.34 1.34 0.16
N -0.543200 0.669712 0.149600 -1.12 -0.04 0.18
H -1.927901 2.080305 0.299503 0.42 0.72 0.25
H 1.495970 -0.659357 2.279516 -0.03 -0.17 0.47
H -0.053686 -0.142708 0.546410 0.76 0.61 -0.16
```
Positions in Å, forces in eV/Å.

As for the energy above the lowest of the compared OMol25 structures with the same formula, charge and spin: 16.7 kcal per mole. The value obtained for the HOMO-LUMO gap is 10.31 eV. The charge is +1.

Density functional theory data (ωB97M-V with the def2-TZVPD basis set) for the molecule C5H5NO at a distorted geometry.

Geometry as XYZ:
```
12
Properties=species:S:1:pos:R:3:forces:R:3
C 0.346477 0.920240 -0.533171 -0.15 0.91 0.46
N -0.487039 -1.357821 -0.178439 1.30 -0.92 -0.17
H 2.333540 0.396962 0.758994 -2.57 0.38 -0.75
C 1.167836 0.315507 0.613755 1.47 0.29 2.12
C -1.545695 -0.863304 0.206742 -2.68 -1.96 0.37
C -1.073443 1.319259 -0.309276 2.05 2.27 -0.82
H 0.627402 0.363127 1.581197 0.49 -0.36 -0.59
O -1.859166 0.503707 0.294250 -0.59 -1.79 0.46
H 0.885509 1.659116 -1.130180 -0.16 -0.73 -0.26
H -2.443959 -1.596356 0.280569 1.28 1.95 0.25
C 0.674483 -0.594435 -0.386087 0.75 -1.00 -3.02
H 1.374050 -1.065999 -1.198358 -1.17 0.96 1.95
```
Positions in Å, forces in eV/Å.

As for the energy above the lowest of the compared OMol25 structures with the same formula, charge and spin: 105.9 kcal per mole. The value obtained for the HOMO-LUMO gap is 8.73 eV. The charge is 0.